Below is C3H4N4O as an isolated structure, with properties calculated with ωB97M-V with the def2-TZVPD basis set.

Summary:
Energy relative to the best compared isomer or geometry (same formula, charge and spin) ... 666.0 kJ/mol
Frontier orbital gap ... 0.328 hartree
HOMO ... -9.1722 eV
Calculated total energy ... -410.749636 hartree

```
! wB97M-V def2-TZVPD RIJCOSX def2/J DEFGRID3
* xyz 0 1
O 1.510 1.924 -0.109
H -0.649 0.945 0.842
N 1.916 0.543 -0.055
H -3.377 -0.856 -0.144
C 0.961 -0.287 0.010
N -0.365 -0.003 0.009
N -1.289 -1.063 -0.197
C -2.423 -0.321 -0.064
N 2.363 -2.531 -0.079
H -2.604 0.744 0.087
C 1.579 -1.555 0.051
H 2.377 2.458 -0.351
*
```



Below is a single C3H4N4O molecule, with properties calculated with ωB97M-V with the def2-TZVPD basis set.

Summary:
Energy relative to the best compared isomer or geometry (same formula, charge and spin) ... 272.2 kJ/mol
Frontier orbital gap ... 0.320 hartree
HOMO ... -9.2165 eV
Calculated total energy ... -410.899595 hartree
Structure (SMILES) ... O=C1NN=CC=NN1

```
! wB97M-V def2-TZVPD RIJCOSX def2/J DEFGRID3
* xyz 0 1
H 0.887 -2.110 1.025
H -1.913 -0.815 -1.694
N 0.531 -1.377 0.497
N -0.434 -1.644 -0.430
N -0.256 1.604 -0.308
O 1.800 -0.145 2.005
C -1.003 -0.654 -1.085
N 0.426 1.128 0.793
C 0.954 -0.095 1.089
C -0.708 0.832 -1.186
H 0.885 1.840 1.288
H -1.169 1.435 -1.992
*
```



Below is a single C3H4N4O molecule, with properties calculated with ωB97M-V with the def2-TZVPD basis set.

Summary:
Energy relative to the best compared isomer or geometry (same formula, charge and spin) ... 289.5 kJ/mol
Frontier orbital gap ... 0.350 hartree
HOMO ... -8.9140 eV
Calculated total energy ... -410.893014 hartree
Structure (SMILES) ... [H]/N=C1\N=COC=NN1

```
! wB97M-V def2-TZVPD RIJCOSX def2/J DEFGRID3
* xyz 0 1
H -2.802 -0.809 -0.398
N 0.409 -1.218 0.146
C -0.584 1.369 -0.015
O -1.446 0.616 0.666
C -1.771 -0.546 -0.031
H 1.014 -2.031 0.209
N 2.442 -0.110 0.342
H 2.843 0.769 -0.050
C 1.221 -0.045 0.038
N -0.811 -1.376 -0.267
N 0.544 1.070 -0.536
H -1.058 2.311 -0.103
*
```



The highest HOMO belongs to which entry? number 3